[1]
Molecular formula: CH33O19
Method: DFT, ωB97M-V/def2-TZVPD

```
! wB97M-V def2-TZVPD RIJCOSX def2/J DEFGRID3
* xyz -1 1
O -1.36577 -0.51600 -0.09760
H 1.38623 0.19200 -1.71860
H -2.46077 -2.04800 -0.21260
H 3.13923 -2.16100 1.26540
H -1.14977 -3.00000 -1.21560
O 2.18623 -0.17400 -2.10760
H -0.11677 2.09600 0.12840
O -4.41777 0.03400 -1.53360
H -1.75277 -3.20500 0.44240
H -0.39177 2.85300 -3.96160
C -0.16777 -0.16800 -0.11960
O -0.21577 -3.13700 1.22940
O -0.61277 -2.59000 -1.94160
H 0.61023 3.50800 -1.85860
H -1.34077 0.26300 -1.85760
O -2.59477 -3.00600 -0.04160
O -1.92777 0.36400 -2.60460
H -0.68277 2.11800 -2.58360
O 0.63023 -0.52200 0.84140
H 0.86723 -2.16500 3.33640
O -0.56877 2.79400 0.71740
H -3.16477 1.13400 1.52740
O 1.46023 1.04800 3.55240
O -2.01977 -1.02500 2.62640
H 3.41923 0.69000 0.54540
O 3.12023 -3.01000 0.79940
H -0.50377 -1.50800 3.61640
O 0.15923 0.76400 -0.85160
H -4.19377 0.59000 -0.79560
H 1.14323 0.15300 3.56940
H 1.20823 4.96000 -1.79760
H -1.93677 -2.00800 2.70940
O -0.60277 2.94300 -3.02260
H -1.49077 -0.79000 1.84040
H 2.25323 -1.08900 -1.83260
O 3.19023 2.34000 -2.08760
H 0.32323 -2.80500 -1.78560
H 3.70423 -3.54500 1.43540
H 2.60323 3.03600 -1.76460
H 3.48623 2.18800 0.94840
H -2.50977 0.39800 0.31640
H -1.58577 -0.17600 -3.34360
H 1.87623 1.15000 2.65440
H 1.39923 0.06100 0.78840
H 0.27423 -2.31100 1.11740
H -3.50477 -0.13600 -1.86560
O 1.11123 4.12500 -1.32360
H 2.79723 1.47300 -2.01760
H 0.23023 -3.61600 1.94540
O -3.19077 1.01400 0.58540
O 2.89823 1.40400 0.92240
H -1.40777 2.50700 1.05640
O 0.40123 -1.48900 3.82540
*
```

E   -1487.57029 Eh
Highest occupied orbital energy   -0.248 Ha

---

[2]
Molecular formula: CH37O17S
Method: DFT, ωB97M-V/def2-TZVPD

```
! wB97M-V def2-TZVPD RIJCOSX def2/J DEFGRID3
* xyz -1 1
H 1.78797 -2.88724 -1.92235
H 2.01341 0.44486 -4.29728
H 3.36980 -0.96799 -0.20022
O -0.55686 -3.42977 3.05417
O -0.91320 1.28135 -0.24780
O -2.81447 3.13932 -1.02533
O -0.45514 -0.47863 4.29558
H -1.94149 3.01274 -1.50755
O 3.87613 -1.60223 -0.76035
H 0.21780 -2.06733 -3.78559
H 2.21107 -3.01301 0.75488
H -4.26935 -1.10660 0.19027
H -1.61699 2.82849 3.25630
H -0.70297 1.32531 2.61631
H 1.01888 -3.13674 -0.67264
H 0.05556 1.09894 -2.87259
H 2.77669 -0.41470 -3.24467
H 2.26847 1.22427 -0.32218
H 0.28938 -3.17337 2.44925
O 1.77824 -2.36961 1.40085
O 1.08987 4.02979 -1.09050
O -0.78618 -2.98569 0.92397
H -0.40632 1.81899 1.18253
H 1.54218 3.20395 -1.20856
O -2.69322 1.83575 1.56500
H -4.16934 0.14757 1.10454
H -2.02843 1.42125 4.02400
H 3.33056 2.28733 -0.53777
O 2.67056 -0.22705 -4.10203
H -0.63320 -1.43270 3.95609
H -1.21772 0.71538 -1.06995
O 0.44716 1.85127 -3.42889
H 1.56138 1.05032 1.61132
O 1.88242 -3.25116 -1.09989
S -0.35369 -1.38656 -1.74356
H -2.50111 3.00907 -0.17338
H -0.91413 -2.05108 0.98020
H -0.12042 1.59462 -0.58197
O -3.98547 -0.24097 0.33100
H -3.65074 1.93385 1.18842
H -2.33106 1.09445 0.95993
H 0.88894 2.41029 -2.83239
H 0.02655 -0.04106 3.62800
H 3.07487 -2.14236 -0.93374
H 0.96406 -2.06381 1.01235
H -1.18417 -3.24189 0.10082
H 1.91273 -0.58337 1.40369
O 2.63726 1.77614 -1.02065
H -1.53464 -2.49049 -3.53848
O 0.01485 1.68737 2.04721
C -0.77587 -1.76299 -3.44815
H -1.00902 -3.98909 2.44108
O 2.20690 0.28621 1.45419
H 0.94776 4.49465 -0.19242
H -1.17348 -0.86790 -3.99204
O -2.12277 2.40187 3.92097
*
```

E   -1737.49169 Eh
Highest occupied orbital energy   -0.184 Ha

---

[3]
Molecular formula: CH3AlO5P
Method: DFT, ωB97M-V/def2-TZVPD

```
! wB97M-V def2-TZVPD RIJCOSX def2/J DEFGRID3
* xyz -1 1
Al 1.15686 0.55794 -0.30019
O 0.34385 -1.33048 -2.47729
H -0.34948 -3.21231 -2.99981
H -1.30015 -1.84541 -3.55194
H -1.42987 -2.26179 -1.90063
O 0.12287 2.64693 1.40849
O 1.07082 0.64786 2.52299
O 1.55130 2.78252 3.40226
C -0.70917 -2.22287 -2.71744
P 0.35151 2.02267 2.78487
O -0.80854 2.21493 3.82867
*
```

E   -999.81035 Eh
Highest occupied orbital energy   -0.147 Ha

---

[4]
Molecular formula: CH3Br2ClOSi
Method: DFT, ωB97M-V/def2-TZVPD

```
! wB97M-V def2-TZVPD RIJCOSX def2/J DEFGRID3
* xyz 0 1
Cl 1.52257 -0.43893 2.92556
Si 1.07662 -0.04793 1.04004
Br 0.55528 3.67908 -0.18840
H -1.87657 -1.23750 -0.37433
H -0.47747 -0.86267 -1.52829
O -0.42698 -0.24139 0.60179
Br 2.13823 -0.75487 -0.75761
H -1.37233 0.42667 -1.06609
C -1.13935 -0.52246 -0.65268
*
```

E   -6012.88106 Eh
Highest occupied orbital energy (spin up / spin down)   -0.342 / -0.293 Ha